H24O12 | ωB97M-V with the def2-TZVPD basis set

Calculated values
**SMILES**: O.O.O.O.O.O.O.O.O.O.O.O
**Highest occupied orbital energy**: -9.88 eV
**Gap between HOMO and LUMO**: 9.04 eV
**Charge**: 0
**Energy**: -917.24690 Eh
**Relative energy (zero: lowest compared OMol25 entry of this formula, charge and spin)**: 49.2 kcal/mol
**Largest force on an atom**: 2.4 eV Å⁻¹

Structure (XYZ):
```
36
Properties=species:S:1:pos:R:3:mulliken_charge:R:1
O 2.882 -0.334 1.278 -0.71
H 2.056 -0.749 1.597 0.40
H 2.954 -0.777 0.398 0.32
O -0.781 2.299 -0.846 -0.51
H -0.071 2.889 -0.632 0.31
H -0.794 2.325 -1.784 0.26
O 2.045 1.425 -1.446 -0.53
H 1.323 1.071 -1.994 0.28
H 2.819 0.906 -1.658 0.28
O 0.034 -0.039 0.182 0.16
H -0.048 0.842 -0.240 -0.04
H -0.881 -0.277 0.044 0.15
O -3.043 1.472 1.306 -0.66
H -2.164 1.830 1.334 0.24
H -3.051 0.757 0.647 0.48
O -0.279 0.350 -3.016 -0.53
H -1.051 -0.187 -3.240 0.23
H 0.031 0.754 -3.804 0.26
O 2.038 2.272 1.523 -0.69
H 2.440 1.372 1.615 0.45
H 1.603 2.270 0.680 0.19
O -1.333 -2.644 0.807 -0.62
H -1.704 -2.853 -0.029 0.27
H -1.989 -2.120 1.288 0.31
O -0.284 0.487 2.802 -0.60
H -0.134 0.350 1.897 0.31
H -0.485 1.420 2.830 0.34
O 1.193 -2.411 2.282 -0.65
H 1.727 -3.149 2.004 0.31
H 0.558 -2.338 1.565 0.33
O -2.663 -0.268 -0.645 -0.76
H -3.041 0.443 -1.209 0.28
H -2.396 -0.958 -1.210 0.24
O 0.897 -2.178 -1.821 -0.68
H 0.859 -2.884 -1.186 0.32
H 0.735 -1.364 -1.318 0.26
```

---

C5H28N2O8 | ωB97M-V with the def2-TZVPD basis set

Calculated values
**SMILES**: CN(CCN)CCO.O.O.O.O.O.O.O
**Highest occupied orbital energy**: -8.97 eV
**Gap between HOMO and LUMO**: 9.03 eV
**Charge**: 0
**Energy**: -918.66391 Eh
**Relative energy (zero: lowest compared OMol25 entry of this formula, charge and spin)**: 63.9 kcal/mol
**Largest force on an atom**: 2.3 eV Å⁻¹

Structure (XYZ):
```
43
Properties=species:S:1:pos:R:3:mulliken_charge:R:1
N -1.861 -1.570 -2.072 -0.62
C -1.541 -1.000 -0.770 0.59
C -0.152 -0.278 -0.783 -0.38
N 0.592 -0.703 0.421 0.93
C 1.717 -1.566 0.100 -1.32
C 0.997 0.439 1.238 -0.27
C 1.385 0.173 2.739 -0.78
O 1.774 -1.159 3.048 -0.53
H -1.476 -0.994 -2.796 0.17
H -2.816 -1.867 -2.162 0.24
H -2.220 -0.203 -0.445 -0.60
H -1.531 -1.774 -0.011 0.34
H -0.356 0.776 -0.676 -0.29
H 0.278 -0.642 -1.720 0.66
H 1.390 -2.390 -0.532 0.54
H 1.959 -2.084 1.023 0.38
H 2.564 -1.137 -0.412 0.18
H 0.120 1.062 1.369 0.15
H 1.858 0.928 0.763 0.24
H 2.209 0.882 2.835 0.41
H 0.569 0.403 3.417 0.34
H 2.728 -1.154 3.150 0.31
H 2.079 1.839 -1.955 0.36
H 1.445 2.515 -3.197 0.29
O 1.289 2.330 -2.266 -0.64
H 0.029 -3.288 -0.393 0.16
H -1.067 -4.218 -0.849 0.33
O -0.348 -4.157 -0.210 -0.68
H -0.958 3.386 0.110 0.34
H -1.903 3.161 1.293 0.35
O -1.233 3.759 0.955 -0.70
H -1.294 -3.060 2.519 0.35
H -1.290 -1.613 2.140 0.23
O -1.758 -2.235 2.707 -0.69
H -0.335 2.597 -1.818 0.39
H -1.729 3.403 -1.970 0.32
O -1.314 2.569 -1.749 -0.67
H -3.700 0.952 0.594 0.28
H -2.977 2.019 -0.286 0.33
O -3.565 1.894 0.470 -0.68
H 3.810 1.327 -0.936 0.33
H 3.252 -0.109 -1.274 0.06
O 3.378 0.791 -1.608 -0.77
```

---

C3H6N2O2 | ωB97M-V with the def2-TZVPD basis set

Calculated values
**SMILES**: [H]/N=C1\O[C@H]1O/C=N/[H].[H][H]
**Highest occupied orbital energy**: -10.55 eV
**Gap between HOMO and LUMO**: 11.42 eV
**Charge**: 0
**Energy**: -377.79539 Eh
**Relative energy (zero: lowest compared OMol25 entry of this formula, charge and spin)**: 102.9 kcal/mol
**Largest force on an atom**: 0.6 eV Å⁻¹

Structure (XYZ):
```
13
Properties=species:S:1:pos:R:3:mulliken_charge:R:1
N 1.587 1.783 -1.385 -0.63
C 0.572 1.078 -1.184 0.72
O -0.531 0.590 -1.772 -0.43
C -0.270 0.288 -0.338 -0.22
O 0.073 -1.025 -0.104 -0.28
C -0.743 -1.758 0.703 0.12
N -1.711 -1.265 1.337 -0.58
H 1.640 2.130 -2.341 0.26
H 2.012 1.458 0.803 -0.10
H -1.009 0.695 0.347 0.42
H 1.768 1.127 1.426 0.09
H -0.395 -2.793 0.700 0.38
H -2.185 -1.974 1.889 0.25
```

---

C27H26Cl2N | ωB97M-V with the def2-TZVPD basis set

Calculated values
**SMILES**: C/[N+](=C1/CCC[C@@H]1[C@@H](/C=C/c1ccc(Cl)cc1)c1ccc(Cl)cc1)c1ccccc1
**Highest occupied orbital energy**: -10.61 eV
**Gap between HOMO and LUMO**: 6.76 eV
**Charge**: +1
**Energy**: -2019.34986 Eh
**Relative energy (zero: lowest compared OMol25 entry of this formula, charge and spin)**: 4.4 kcal/mol
**Largest force on an atom**: 2.6 eV Å⁻¹

Structure (XYZ):
```
56
Properties=species:S:1:pos:R:3:mulliken_charge:R:1
Cl 5.020 -5.089 -0.580 -0.19
C 4.252 -3.674 0.016 0.37
C 4.974 -2.475 0.074 -0.72
C 4.351 -1.326 0.545 -0.48
C 3.009 -1.347 0.981 0.62
C 2.432 -0.114 1.502 -0.01
C 1.232 -0.030 2.120 -1.55
C 0.618 1.281 2.645 1.24
C -0.924 1.106 2.618 -0.19
C -1.690 2.024 1.904 -0.25
C -3.082 1.915 1.892 -0.88
C -3.692 0.879 2.617 0.29
Cl -5.395 0.776 2.668 -0.19
C -2.922 -0.093 3.268 -0.94
C -1.527 0.029 3.276 -0.26
C 2.286 -2.561 0.907 -0.42
C 2.910 -3.717 0.424 -0.74
H 6.004 -2.446 -0.251 0.41
H 4.894 -0.390 0.600 0.33
H 3.045 0.791 1.367 0.33
H 0.613 -0.922 2.274 0.15
H 0.825 2.059 1.892 0.67
H -1.180 2.799 1.325 0.44
H -3.687 2.619 1.325 0.42
H -3.399 -0.941 3.761 0.41
H -0.904 -0.732 3.754 0.40
H 1.244 -2.596 1.218 0.39
H 2.373 -4.656 0.352 0.40
C -0.083 4.479 4.264 -0.87
N 1.362 4.254 4.118 0.51
C 1.903 3.055 4.019 -0.59
C 1.105 1.740 3.998 0.53
C 2.046 0.743 4.738 -1.09
C 3.436 1.394 4.860 -0.84
C 3.321 2.870 4.410 -0.48
C 2.195 5.445 4.174 -0.56
C 2.291 6.213 5.346 0.13
C 3.104 7.361 5.367 -0.75
C 3.751 7.777 4.194 -0.34
C 3.615 7.037 3.009 -0.84
C 2.857 5.858 3.012 0.04
H -0.273 5.550 4.144 0.40
H -0.636 3.921 3.502 0.30
H -0.410 4.165 5.263 0.35
H 0.216 1.870 4.651 0.90
H 1.653 0.580 5.756 0.45
H 2.076 -0.243 4.251 0.33
H 3.749 1.373 5.914 0.37
H 4.182 0.852 4.272 0.26
H 4.000 3.114 3.576 0.38
H 3.586 3.541 5.247 0.35
H 1.760 5.897 6.247 0.41
H 3.220 7.937 6.290 0.39
H 4.364 8.683 4.200 0.40
H 4.083 7.373 2.083 0.39
H 2.748 5.248 2.112 0.44
```

---

C4H9N | ωB97M-V with the def2-TZVPD basis set

Calculated values
**SMILES**: C1CCNC1
**Highest occupied orbital energy**: -8.63 eV
**Gap between HOMO and LUMO**: 9.76 eV
**Charge**: 0
**Energy**: -212.54198 Eh
**Relative energy (zero: lowest compared OMol25 entry of this formula, charge and spin)**: 5.8 kcal/mol
**Largest force on an atom**: 0.8 eV Å⁻¹

Structure (XYZ):
```
14
Properties=species:S:1:pos:R:3:mulliken_charge:R:1
N -1.251 0.166 -0.567 -0.47
C -0.530 -1.108 -0.452 -0.42
C 0.874 -0.809 0.120 -0.47
C 0.949 0.711 0.292 -0.45
C -0.503 1.209 0.152 -0.53
H -2.147 0.084 -0.111 0.27
H -1.136 -1.787 0.158 0.22
H -0.418 -1.582 -1.433 0.24
H 1.073 -1.429 1.004 0.29
H 1.620 -1.129 -0.602 0.22
H 1.374 1.076 1.232 0.32
H 1.518 1.076 -0.555 0.23
H -0.931 1.363 1.149 0.26
H -0.491 2.161 -0.387 0.29
```

---

C4H15N2S2 | ωB97M-V with the def2-TZVPD basis set

Calculated values
**⟨S²⟩**: 0.75
**Highest occupied orbital energy (alpha / beta)**: -3.14 / -9.33 eV
**Spin multiplicity**: 2
**Gap between HOMO and LUMO (alpha / beta)**: 3.50 / 9.67 eV
**Charge**: 0
**Energy**: -1067.15461 Eh
**Relative energy (zero: lowest compared OMol25 entry of this formula, charge and spin)**: 5.3 kcal/mol
**Largest force on an atom**: 1.6 eV Å⁻¹

Structure (XYZ):
```
23
Properties=species:S:1:pos:R:3:mulliken_charge:R:1
C 0.334 0.649 -2.195 -0.41
N 0.591 0.251 -3.577 -0.64
C 1.673 1.018 -1.573 -0.95
N 1.461 1.381 -0.121 -0.37
H -0.141 -0.126 -1.567 0.12
H -0.328 1.533 -2.203 0.43
H 0.970 -0.709 -3.550 0.25
H -0.303 0.173 -4.063 0.27
H 2.128 1.882 -2.085 0.41
H 2.351 0.139 -1.608 0.19
H 2.310 1.740 0.315 0.86
H 0.733 2.128 -0.030 0.46
H 1.126 0.568 0.490 -0.39
C -1.654 0.742 2.180 -0.80
S -0.035 -0.111 2.315 -0.18
S -0.298 -1.774 1.099 -0.13
C -1.135 -2.898 2.261 -0.86
H -1.918 0.909 1.080 0.22
H -2.441 0.177 2.656 0.35
H -1.530 1.738 2.696 0.27
H -2.105 -2.530 2.572 0.27
H -1.271 -3.834 1.747 0.32
H -0.520 -3.047 3.158 0.31
```

---

Which formula does entry 1 have?
H24O12

---

Which of these has the lowest energy?
C27H26Cl2N

---

What is the charge in the fifth record?
0

---

What is the relative energy (zero: lowest compared OMol25 entry of this formula, charge and spin) in the third record?
102.9 kcal/mol